C20H14Cl2N2O4 | wB97M-V/def2-TZVPD

## Properties
- ΔE to the lowest compared entry with this formula, charge and spin (eV) = 7.407
- lowest unoccupied orbital energy (eV) = -1.53
- electronic energy (Ha) = -2100.84372
- multiplicity = 1
- structure (SMILES) = O=C(OCc1ccc(COC(=O)c2cccnc2Cl)cc1)c1cccnc1Cl
- frontier orbital gap (eV) = 6.718

Each line ends with the natural charge from an NBO analysis.
Cartesian coordinates (Å):
Cl1 -1.995 -1.585 -0.976  -0.164
Cl2 4.595 -2.340 1.415  0.169
O1 5.598 -0.182 -1.475  -0.485
O2 5.074 0.886 0.278  -0.523
O3 -2.290 1.018 -0.592  -0.428
O4 -3.355 1.898 1.107  -0.648
N1 2.348 -2.816 0.115  -0.424
N2 -4.396 -2.374 -0.152  -0.417
C1 1.378 -1.703 -1.559  -0.246
C2 -5.327 -0.008 0.823  0.014
C3 -5.749 -2.259 0.379  0.055
C4 4.900 -0.110 -0.673  0.800
C5 -3.657 -1.391 -0.034  0.377
C6 2.592 1.095 0.653  -0.062
C7 -1.306 1.976 -0.891  -0.129
C8 1.102 2.494 -0.826  -0.247
C9 1.391 0.544 1.366  -0.158
C10 3.367 -2.011 0.523  0.066
C11 0.100 0.783 0.975  -0.178
C12 -3.890 -0.064 0.158  -0.234
C13 3.999 0.937 1.307  -0.082
C14 1.396 -2.422 -0.555  0.112
C15 2.447 2.156 -0.225  -0.211
C16 -3.108 0.890 0.294  0.694
C17 -6.181 -1.161 0.618  -0.320
C18 2.495 -0.932 -1.610  -0.149
C19 0.012 1.846 -0.345  -0.023
C20 3.550 -0.930 -0.616  -0.174
H1 3.218 2.904 -0.596  0.236
H2 -7.135 -1.272 1.072  0.240
H3 -5.588 1.070 1.037  0.268
H4 1.588 -0.133 2.179  0.204
H5 -0.750 0.367 1.330  0.204
H6 -1.233 2.523 -1.796  0.233
H7 -6.148 -3.229 0.171  0.234
H8 0.694 -1.599 -2.119  0.199
H9 0.399 -3.171 -0.418  0.153
H10 -1.775 2.975 -0.339  0.226
H11 2.472 0.052 -2.086  0.225
H12 3.935 0.202 1.937  0.170
H13 0.940 3.283 -1.633  0.220
H14 4.293 1.795 1.781  0.205